[1]
12
Properties=species:S:1:pos:R:3:forces:R:3 method="wB97M-V/def2-TZVPD" charge=0 lumo_ev=0.231 gap_ev=8.28 relative_energy_kcal_mol=22.2 smiles="C=NC.OSCl"
Cl -4.410878 0.761630 -0.617829 0.056 -0.119 0.231
S -3.558980 -0.719232 0.566443 -0.441 0.776 0.251
O -2.435342 -1.289299 -0.364339 2.859 -0.119 -0.665
N -0.044504 -0.117431 -0.302816 0.036 -0.435 -1.768
C 0.204912 0.011579 1.071378 0.413 -0.206 2.746
C 0.918070 -0.268415 -1.100845 0.843 -0.531 1.096
H -0.685382 -0.495737 1.567518 1.347 0.774 -0.037
H 1.207274 -0.494466 1.420699 -1.781 1.074 -0.585
H -1.418064 -0.811905 -0.353424 -2.578 -0.266 -0.232
H 1.950040 -0.374674 -0.729724 -0.198 0.352 0.028
H 0.811085 -0.441991 -2.136929 -0.612 0.045 -1.060
H 0.185921 1.116386 1.327543 0.055 -1.344 -0.004

---

[2]
110
Properties=species:S:1:pos:R:3:forces:R:3 method="wB97M-V/def2-TZVPD" charge=0 lumo_ev=-0.772 gap_ev=7.56
Br -0.719191 -0.503939 0.061006 0.522 -0.123 0.211
S 3.381828 3.485037 4.469228 -0.116 0.390 0.111
S 6.692605 0.102652 4.777582 0.027 -0.227 -0.133
P 5.907987 -0.142189 2.996598 0.450 0.656 2.163
O -1.564622 -1.358784 2.513527 0.905 0.014 -1.194
O -1.547529 -3.648159 9.654214 0.051 0.013 0.037
O 2.405554 1.949347 -8.985213 0.017 0.030 0.035
O -7.358510 1.227029 -3.417097 0.062 -0.021 0.012
O -0.965324 -0.444751 5.824748 0.105 0.042 -0.156
O 1.017702 2.960642 -5.290873 -0.089 -0.530 -0.131
O 0.003749 0.862000 3.488198 0.097 0.167 -0.103
O -1.666638 -0.593166 -5.878452 -0.033 0.023 -0.035
N 2.866920 3.733995 -10.257390 -0.112 0.080 0.207
N -8.897641 -0.224681 -2.682396 0.102 0.131 0.230
N 0.615228 0.177385 7.286458 -0.286 -0.120 0.019
N -0.545186 -4.273903 7.751245 0.040 -0.184 0.243
N -3.327794 -1.020296 -4.439562 -0.113 0.159 -0.206
N 1.944314 2.789940 4.203922 0.674 0.347 0.232
N 4.398289 2.344515 3.977491 -0.248 0.411 -0.045
C 3.132738 -0.290428 -0.876623 0.823 0.853 -0.211
C 2.246156 1.604343 3.705030 0.204 -1.041 -0.507
C -0.217807 2.263497 -5.233566 -0.404 0.277 0.408
C 0.782271 -1.706412 2.423337 0.022 0.236 -0.500
C -3.753585 0.491095 -6.325676 0.062 0.041 -0.035
C 2.349768 3.159375 -9.134996 0.001 -0.140 -0.009
C -7.853718 1.314465 -1.078441 0.035 0.030 -0.017
C 4.212630 -1.073832 -0.113480 -0.749 -0.790 -0.388
C 2.897470 5.138774 -10.614549 0.187 -0.405 -0.282
C -9.750044 -0.878941 -1.706936 0.019 -0.108 -0.502
C -0.566082 -1.243667 1.862063 -1.475 -0.403 2.111
C -8.005657 0.781769 -2.482384 0.066 0.046 -0.179
C 1.729297 -0.592893 2.826601 1.507 -1.037 -0.888
C 4.094109 0.077891 3.066541 0.450 0.221 -0.563
C 1.323945 0.585722 3.316223 -1.519 0.886 0.709
C -0.942705 -4.507007 9.031020 -0.090 0.195 -0.027
C -0.642243 -0.221662 6.992179 0.109 0.150 -0.071
C 0.176433 -5.159829 6.857397 -0.163 0.473 -0.127
C 2.129215 2.059744 -5.170115 0.213 0.431 -0.025
C -4.667504 -0.924898 -3.887713 0.391 -0.271 0.172
C 2.851774 2.263038 -3.822025 -0.852 -0.120 0.155
C 3.575529 -2.290641 0.636440 1.035 0.432 -0.204
C 1.719736 4.066424 -8.107085 -0.033 -0.195 -0.038
C 3.637408 -2.195391 2.182701 -1.472 0.051 -0.363
C 3.162159 -0.840556 2.703599 0.318 -0.951 -0.222
C 2.473676 1.175436 -2.772335 0.835 0.620 -0.142
C 3.637109 1.335233 3.569605 0.112 0.031 0.051
C -1.613802 -0.382577 8.128191 -0.016 -0.110 -0.061
C -0.610099 -5.849353 9.635011 -0.027 0.010 0.043
C 3.688692 0.556182 -2.045424 -1.213 -0.242 0.037
C -2.827701 -0.409436 -5.544770 0.194 -0.098 0.017
C 1.179273 0.484239 8.589190 0.263 0.054 -0.366
H -4.607916 -0.073989 -6.699984 -0.091 0.102 0.078
H 4.350833 1.351166 -1.684047 0.064 -0.188 -0.098
H -0.392020 1.932516 -4.196432 -0.087 -0.197 -0.269
H -4.100336 1.314979 -5.700325 -0.159 -0.060 -0.023
H -1.078778 -6.650834 9.062580 0.131 -0.054 -0.016
H -9.518807 -1.945373 -1.688548 -0.090 -0.012 0.179
H 4.927032 -1.458760 -0.852508 0.015 0.111 0.217
H 3.934942 5.452014 -10.747881 -0.061 0.199 0.016
H 4.130310 -3.184007 0.323927 -0.276 -0.021 0.193
H -7.515972 0.524667 -0.406020 -0.114 0.031 0.081
H 1.532908 1.516109 8.588593 -0.002 -0.006 0.168
H 2.435050 5.754441 -9.850609 -0.009 -0.064 0.031
H -5.109922 -1.923145 -3.859312 -0.177 0.083 0.028
H 2.465050 3.216258 -3.439814 0.330 -0.009 -0.173
H -4.600532 -0.540825 -2.868530 -0.237 0.061 -0.014
H 1.908097 0.388967 -3.285390 0.011 0.015 0.316
H -3.211684 0.902090 -7.172922 0.084 -0.072 0.042
H 1.111860 -4.682229 6.559643 0.070 -0.178 -0.053
H -0.990908 -5.881329 10.651487 -0.033 0.102 -0.030
H 2.027477 -0.176098 8.773620 -0.015 0.040 0.169
H 2.365013 -0.940569 -1.314595 0.173 -0.134 0.302
H -1.754109 0.567756 8.644251 0.060 -0.056 0.102
H -9.609413 -0.467126 -0.713448 0.044 0.036 -0.034
H -1.251742 -1.140320 8.826145 -0.099 0.078 0.132
H 2.797416 2.264097 -6.016795 -0.088 -0.068 0.128
H -1.031204 2.952029 -5.491869 0.276 0.071 0.028
H 4.753956 -0.423145 0.578094 -0.032 0.025 -0.210
H -8.947723 -0.530409 -3.641461 -0.027 -0.005 0.010
H -2.656322 -1.605180 -3.967589 -0.012 0.005 0.010
H 2.366805 5.280014 -11.558304 -0.013 0.205 0.040
H -8.799526 1.725136 -0.722754 0.012 -0.090 0.111
H 2.456736 4.775645 -7.725739 -0.104 0.113 -0.024
H -0.801418 -3.359768 7.410158 -0.020 -0.039 -0.078
H 4.205206 -0.093469 -2.764004 0.250 0.188 0.232
H 1.212699 0.263878 6.477505 0.064 0.044 0.063
H 4.623098 -2.467297 2.547927 -0.120 0.098 0.017
H 2.627106 0.408313 -0.192819 -0.103 -0.291 -0.042
H -10.793023 -0.753207 -2.002575 -0.054 -0.045 0.187
H 0.875592 4.604442 -8.542594 0.083 0.138 0.026
H 0.602405 -2.339335 3.300182 -0.463 0.190 -0.137
H 6.447043 0.841060 2.132875 -0.438 -0.505 -0.420
H 1.745419 1.037855 -5.278259 0.300 0.076 -0.009
H 1.356134 3.463660 -7.274794 0.084 0.149 -0.206
H 2.555954 -2.391933 0.254381 0.081 -0.105 0.270
H -0.309704 0.445424 4.316007 -0.341 -0.225 0.135
H 0.397048 -6.111194 7.329486 -0.029 0.031 0.049
H -5.302050 -0.268549 -4.473390 0.038 0.039 0.030
H 0.470358 -5.996483 9.663440 -0.022 -0.120 -0.075
H 3.933737 2.382884 -3.947848 -0.140 -0.271 -0.015
H 1.228437 -2.363509 1.672891 0.003 0.326 0.049
H 6.262651 -1.428616 2.560544 -0.313 0.382 -0.735
H 1.836055 1.643989 -2.011636 -0.097 -0.256 -0.164
H 3.270947 3.069258 -10.898003 0.000 0.020 -0.008
H -0.426434 -5.333838 5.964368 0.109 -0.154 -0.037
H -7.111470 2.107148 -1.081714 0.001 -0.028 -0.105
H -0.282427 1.413166 -5.921329 0.216 0.067 0.152
H 0.448806 0.356868 9.380532 -0.044 -0.031 -0.063
H -2.572443 -0.706992 7.733914 0.057 -0.003 -0.077
H 2.923522 -2.930679 2.579043 0.466 -0.123 0.050

---

[3]
29
Properties=species:S:1:pos:R:3:forces:R:3 method="wB97M-V/def2-TZVPD" charge=+1 s_squared=0.76 lumo_ev="-4.875 / -5.642" gap_ev="7.19 / 6.61" spin_multiplicity=2 relative_energy_kcal_mol=1.1
Re 2.024163 -0.979258 -0.912495 -0.101 -0.138 -0.113
Te 1.388232 -3.880437 0.126801 -0.111 -0.093 0.110
S 4.941947 1.076989 -3.581000 -0.026 -0.023 -0.001
S 2.596680 -0.830272 -3.026894 0.056 0.074 0.081
S 3.674785 0.533339 -0.844186 0.044 0.030 -0.020
F 2.026709 -4.865566 -1.278032 0.045 0.030 -0.031
F -0.063766 -4.982620 0.179383 0.030 0.012 -0.010
F 0.440977 -2.739743 -1.102245 -0.077 0.042 0.106
F 0.595130 -2.905310 1.490527 0.035 -0.004 -0.113
F 2.333196 -4.853032 1.341769 0.017 -0.021 -0.043
O 2.704070 -2.540007 -0.058833 0.052 0.080 0.100
O 0.562301 0.101407 -0.196473 -0.036 0.000 -0.057
C -3.187087 1.826100 2.494100 -0.038 0.022 0.022
C -1.332465 0.512935 1.734745 -0.003 -0.007 0.014
C -0.267335 1.032451 -0.425827 0.130 -0.057 0.024
C -2.173389 2.356269 0.390451 -0.016 -0.006 0.028
C -2.293193 0.777185 2.687245 0.024 -0.005 -0.024
C -1.264334 1.302834 0.575674 -0.049 0.078 -0.041
C 3.910741 0.370168 -2.611943 0.016 0.009 -0.023
C -0.163395 1.791859 -1.699716 -0.021 0.010 0.009
C -3.130002 2.615177 1.350668 0.030 -0.023 -0.009
H -1.104175 1.731968 -2.248629 0.004 0.004 -0.007
H -2.131855 2.972593 -0.496925 0.009 -0.006 -0.004
H -0.636665 -0.302669 1.874818 0.002 0.001 -0.004
H -3.830332 3.426686 1.213229 -0.002 0.000 0.003
H 0.025577 2.845372 -1.485294 -0.003 -0.002 0.010
H -2.351359 0.170760 3.580000 -0.005 0.003 0.003
H 0.644315 1.403694 -2.315356 -0.010 -0.002 -0.013
H -3.939469 2.031129 3.244437 0.004 -0.005 0.002

---

[4]
18
Properties=species:S:1:pos:R:3:forces:R:3 method="wB97M-V/def2-TZVPD" charge=-1 lumo_ev=4.043 gap_ev=6.42 relative_energy_kcal_mol=32.9
O 1.688809 1.316470 0.470379 -0.282 1.229 0.241
N -0.896197 -0.780537 -0.168805 1.473 -0.752 1.136
C -1.683547 -1.894714 -0.656607 0.218 0.611 -0.487
C 0.178997 -1.253854 0.740898 0.376 -1.224 -0.833
C 1.056190 2.488318 0.878390 0.188 -1.473 -0.479
C -0.354259 0.034931 -1.250831 -0.779 1.658 1.455
H 1.549321 3.417496 0.526384 0.009 0.148 -0.021
H -1.234505 0.573845 -1.628635 0.229 -0.100 -0.605
H -2.603339 -1.438636 -1.026460 -0.243 -0.368 -0.318
H 0.333184 0.815808 -0.783763 -0.227 -1.119 -0.520
H -1.183074 -2.453194 -1.511596 -0.356 0.244 0.810
H -1.939762 -2.562038 0.168652 0.093 -0.109 -0.141
H 1.009235 2.558256 1.984801 -0.179 0.247 0.091
H 0.909231 -0.515359 1.032835 -0.168 1.034 -0.315
H -0.205743 -1.679161 1.671803 -0.417 -0.167 -0.196
H -0.019311 2.546326 0.505002 0.441 0.160 0.276
H 0.139907 -0.534275 -2.028023 0.288 -0.337 -0.406
H 0.823477 -2.045160 0.236515 -0.664 0.319 0.311

---

E_tot for every record listed, in sequence, given in hartree: -1068.1089; -5951.7166; -2538.1918; -289.5367.